No. 1
DFT (ωB97M-V/def2-TZVPD) results for an isolated molecule of C5H6O2.

SMILES: O=CCC#CCO
E_tot: -9374.5685 eV
largest force on an atom: 0.6 eV Å⁻¹
HOMO-LUMO gap: 10.62 eV

XYZ file:
```
13
Properties=species:S:1:pos:R:3:forces:R:3
O -2.1693 -1.1362 -1.3228 0.083 -0.339 -0.013
C -2.3555 -0.2549 -0.2323 -0.203 0.236 0.187
C -1.0742 0.3588 0.1302 0.538 -0.025 -0.106
C 0.0934 0.6524 0.1503 -0.574 -0.125 -0.097
C 1.5256 0.8470 -0.0061 0.115 0.056 -0.125
C 2.3454 -0.0992 0.8575 0.408 -0.022 0.000
O 3.5274 -0.2622 0.7031 -0.431 0.063 0.076
H -1.4220 -1.7079 -1.0991 -0.190 0.077 -0.142
H -2.8052 -0.7699 0.6261 0.071 0.090 -0.056
H -3.0598 0.5051 -0.5745 0.013 -0.028 0.083
H 1.8422 1.8780 0.1834 -0.022 -0.103 0.079
H 1.7755 0.6335 -1.0527 0.111 0.095 0.128
H 1.7764 -0.6445 1.6369 0.080 0.024 -0.014
```
Forces are in eV/Å.

---

No. 2
DFT (ωB97M-V/def2-TZVPD) results for a structure of composition C4H8N2.

E_tot: -7251.6088 eV
largest force on an atom: 7.0 eV Å⁻¹
HOMO-LUMO gap: 8.53 eV

XYZ file:
```
14
Properties=species:S:1:pos:R:3:forces:R:3
C 1.2033 -2.2302 -0.3042 0.517 -0.809 -2.853
C -1.2135 0.2766 -0.4712 -6.305 2.767 -1.147
C -0.5175 1.3520 0.0558 0.050 5.500 3.732
C -0.9084 2.3491 1.0122 2.956 1.751 -1.739
H 0.8265 -2.8204 -1.3253 0.631 1.844 2.735
H 0.8868 -2.8995 0.5637 0.769 1.018 -0.977
H 2.3955 -2.1883 -0.5283 -2.847 0.090 1.165
H 1.0167 -0.2110 0.6101 -2.288 -1.974 -2.787
H -2.4064 0.4633 -0.7129 3.260 -0.860 0.129
H 0.5059 1.5069 -0.4542 -1.552 -0.094 1.160
H 0.1456 3.1970 0.9445 -3.840 -2.221 0.896
H -1.9327 2.7591 1.6939 3.323 -1.966 -2.430
N 0.5642 -0.8529 -0.2270 5.597 -1.704 1.764
N -0.5660 -0.7018 -0.8572 -0.271 -3.341 0.353
```
Forces are in eV/Å.

---

Calculated HOMO level, -9.949, -7.897 eV (same order as the records).
Calculated relative energy (zero: lowest compared OMol25 entry of this formula, charge and spin), 2.527, 6.267 eV (same order as the records).
Calculated LUMO level, 0.67, 0.63 eV (same order as the records).